Below is a structure of composition C20H14MnN5O5S3, with properties calculated with ωB97M-V with the def2-TZVPD basis set.

Structure (XYZ):
```
48
Properties=species:S:1:pos:R:3:forces:R:3
Mn -2.3004 1.0168 0.9436 -0.1 0.0 0.0
S -1.1350 2.6335 -0.4182 0.0 -0.1 -0.1
C -2.1059 4.0124 -0.0582 0.2 0.3 -0.1
C -1.4999 5.2897 -0.3607 -0.1 -0.2 0.2
N -1.0006 6.2984 -0.6051 0.0 0.0 -0.1
C -3.3435 4.0006 0.5273 -0.2 0.3 0.1
S -4.2111 2.6006 1.0070 -0.1 -0.1 0.0
C -3.9933 5.2647 0.8057 0.2 -0.3 -0.1
N -4.5500 6.2509 1.0142 0.0 0.0 0.0
N -1.1329 2.3762 3.5353 0.0 0.0 -0.1
C -1.5722 1.9781 2.5415 0.2 0.2 0.3
O -4.6095 -1.7256 -0.7826 0.0 -0.2 0.0
C -3.4839 -1.2534 -0.8167 0.1 0.3 0.3
O -3.1461 -0.0831 -0.3886 -0.3 -0.1 -0.4
C -2.3362 -2.0405 -1.3994 0.0 -0.1 0.0
C -2.2699 -3.4132 -1.1950 0.0 0.0 -0.1
C -1.1677 -4.1607 -1.6324 0.0 0.0 0.0
C -0.1855 -3.4741 -2.3018 0.0 -0.1 0.1
O 0.9924 -3.9609 -2.8180 0.0 0.1 -0.1
C 1.7032 -2.8009 -3.2764 0.0 0.0 0.1
O 0.8068 -1.7047 -3.2725 0.0 -0.1 -0.1
C -0.2790 -2.1187 -2.5482 0.0 0.1 0.0
C -1.3233 -1.3623 -2.0896 0.0 0.0 0.1
H -3.0851 -3.8910 -0.6680 0.0 0.0 0.0
H -1.0854 -5.2230 -1.4450 0.0 0.0 0.0
H 2.0433 -2.9839 -4.2970 0.1 0.0 0.0
H 2.5361 -2.5928 -2.5982 0.0 0.0 0.0
H -1.3460 -0.2880 -2.2045 0.0 0.0 0.0
N -0.1101 -0.7418 3.2285 0.1 0.0 0.0
C -0.9290 -1.3228 2.3249 -0.2 0.2 -0.2
N -0.5561 -2.5344 1.8159 0.1 0.0 -0.1
O -2.0260 -0.8247 1.9969 0.0 -0.1 0.2
H 0.8728 -0.9218 3.0847 0.0 0.0 0.0
H -0.3283 0.2310 3.4154 0.0 0.0 0.0
H 0.4364 -2.5723 1.6083 0.0 0.0 0.0
H -1.0962 -2.7443 0.9846 0.0 0.0 0.0
S 1.1545 -0.3328 0.0209 0.2 -0.2 0.0
C 2.6953 0.4406 0.3095 0.0 0.2 0.1
C 3.9083 -0.2709 0.3397 -0.1 -0.1 0.0
C 5.1251 0.3559 0.5610 0.0 0.0 0.0
C 5.1927 1.7293 0.7635 -0.1 0.0 0.0
C 4.0052 2.4559 0.7389 0.0 0.0 0.0
C 2.7902 1.8301 0.5184 -0.1 0.0 0.0
H 3.8706 -1.3439 0.1831 0.0 0.0 0.0
H 6.0340 -0.2375 0.5759 0.0 0.0 0.0
H 6.1423 2.2209 0.9362 0.0 0.0 0.0
H 4.0244 3.5288 0.8946 0.0 0.0 0.0
H 1.8745 2.4095 0.5007 0.0 0.0 0.0
```
Forces are in eV/Å.

Computed properties:
Energy (eV): -102485.347
2S+1: 5
Net charge: -2

Atomic partial charges in e from the Löwdin method, atoms 1 to 4: 0.48, 0.67, -0.74, -0.30

---

Below is a structure of composition C20H14N4O5PdS, with properties calculated with ωB97M-V with the def2-TZVPD basis set.

Structure (XYZ):
```
45
Properties=species:S:1:pos:R:3:forces:R:3
Pd 0.2278 0.7298 -0.9813 0.0 -0.1 -0.2
O 0.6196 4.5818 0.0563 0.0 0.0 0.0
C 0.8129 3.3971 -0.0887 0.0 0.1 0.1
O 0.1114 2.6741 -0.9365 0.0 0.1 -0.1
C 2.0243 2.7139 0.5428 0.0 -0.1 0.0
C 2.8656 2.0895 -0.5820 0.0 0.0 0.0
C 4.2888 1.8116 -0.1187 0.0 0.0 0.0
C 4.0805 0.6075 0.8324 0.0 0.0 0.0
C 2.5744 0.3899 0.7598 0.0 0.0 -0.1
O 2.3155 0.7288 -0.6676 -0.1 0.0 0.0
C 1.7850 1.4720 1.4773 -0.1 0.3 -0.1
C 0.2774 1.0852 1.6855 0.2 -0.4 -0.1
O -0.4947 2.0145 1.9242 -0.1 0.0 0.1
O 0.0231 -0.1487 1.5331 -0.1 0.3 0.3
H 2.5787 3.4979 1.0525 0.0 0.0 0.0
H 2.7642 2.5630 -1.5549 0.0 0.0 0.0
H 4.9298 1.5486 -0.9586 0.0 0.0 0.0
H 4.7138 2.6822 0.3774 0.0 0.0 0.0
H 4.6196 -0.2706 0.4778 0.0 0.0 0.0
H 4.3974 0.8109 1.8538 0.0 0.0 0.0
H 2.1988 -0.6080 0.9592 0.0 0.0 0.0
H 2.2007 1.6767 2.4651 0.0 0.0 0.0
S -5.0000 -4.2626 0.5269 0.0 0.0 0.0
N -5.0939 -2.6576 0.4027 0.0 0.0 0.0
C -3.8989 -2.2309 0.0364 0.0 0.1 0.0
C -3.5274 -0.8434 -0.1907 0.0 -0.2 0.0
C -4.3782 0.2491 -0.0115 -0.1 0.1 0.0
C -3.8921 1.5180 -0.2223 0.1 0.0 0.0
C -2.5652 1.6882 -0.6228 0.0 0.0 0.0
N -1.7763 0.6467 -0.8231 0.1 -0.1 0.0
C -2.2200 -0.6026 -0.5850 0.0 0.0 0.0
C -1.2433 -1.6746 -0.7275 0.0 0.0 0.0
N 0.0075 -1.3047 -1.0605 0.0 0.1 0.0
C 0.9510 -2.2221 -1.1858 0.0 -0.1 0.0
C 0.6919 -3.5771 -0.9870 0.0 0.1 0.0
C -0.5811 -3.9717 -0.6382 0.0 0.0 0.0
C -1.5767 -3.0052 -0.5038 -0.1 0.0 0.0
C -2.9515 -3.2821 -0.1178 0.1 0.0 -0.1
N -3.4530 -4.4793 0.1263 0.0 0.0 0.0
H -5.3980 0.0806 0.3079 0.0 0.0 0.0
H -4.5097 2.3899 -0.0665 0.0 0.0 0.0
H -2.1057 2.6580 -0.7645 0.0 0.0 0.0
H 1.9374 -1.8580 -1.4420 0.0 0.0 0.0
H 1.4915 -4.2945 -1.0988 0.0 0.0 0.0
H -0.8229 -5.0114 -0.4614 0.0 0.0 0.0
```
Forces are in eV/Å.

Computed properties:
Energy (eV): -51481.422
2S+1: 1

Atomic partial charges in e from the Löwdin method, atoms 1 to 4: 1.11, 0.09, -0.59, -0.18

---

Below is a structure of composition C20H14N5NaO4S in a non-equilibrium geometry, with properties calculated with ωB97M-V with the def2-TZVPD basis set.

Structure (XYZ):
```
45
Properties=species:S:1:pos:R:3:forces:R:3
Na 1.9406 -1.0201 0.6338 -0.3 0.1 -1.0
O -0.7427 -3.7166 2.9076 -0.2 -0.3 0.4
C 0.0900 -2.9746 2.3693 0.1 0.1 0.3
O 0.2144 -2.6746 1.1686 0.1 0.2 -0.6
C 1.1127 -2.2840 3.3020 -0.4 -0.3 0.2
C 0.9021 -2.1293 4.6712 -0.1 -0.2 -0.1
C 1.8253 -1.4021 5.4040 -0.1 0.0 0.0
C 2.9148 -0.8508 4.7531 0.2 0.0 -0.1
C 3.0528 -1.0645 3.3830 0.4 0.2 0.3
N 2.1731 -1.7748 2.6953 0.0 0.0 0.5
C 4.2012 -0.4473 2.5546 0.0 -0.1 0.4
O 5.2032 -0.0841 3.1833 0.4 0.1 0.5
O 3.9772 -0.3762 1.3346 0.0 0.1 -0.6
H 0.0165 -2.5615 5.1167 0.0 -0.1 -0.1
H 1.6892 -1.2523 6.4726 0.0 0.0 -0.1
H 3.6542 -0.2553 5.2659 0.1 0.0 0.0
S 1.7687 0.3433 -2.1153 0.5 -0.2 0.4
C 0.1083 0.7141 -1.8773 1.0 -0.8 -2.3
N -0.7853 0.6416 -2.8487 -0.5 0.3 0.8
N -0.3154 0.1461 -3.9928 1.4 -0.2 0.4
C -1.0583 -0.0467 -5.0996 -0.7 0.1 -0.4
C -0.4933 -0.6839 -6.2171 0.1 0.1 0.3
C -1.2250 -0.8415 -7.3719 -0.1 0.0 -0.1
C -2.5291 -0.3715 -7.4553 -0.1 0.0 -0.2
C -3.1018 0.2377 -6.3454 -0.1 -0.1 -0.3
C -2.3898 0.3975 -5.1802 0.2 0.0 0.3
N -0.4486 1.1505 -0.7251 -0.9 0.9 3.1
N 0.2018 1.0593 0.3625 0.4 -0.9 -2.7
C -0.4343 1.5753 1.4715 -1.0 0.8 1.1
C -1.4466 2.5442 1.4039 0.2 -0.2 -0.2
C -2.0205 3.0353 2.5573 -0.1 0.0 0.1
C -1.6166 2.5632 3.7981 0.1 -0.1 0.0
C -0.6141 1.6052 3.8731 -0.2 0.1 0.3
C -0.0181 1.1244 2.7262 0.0 0.0 -0.5
H 0.6856 -0.1230 -3.9540 -0.3 0.1 0.0
H 0.5220 -1.0476 -6.1497 0.1 0.0 0.0
H -0.7792 -1.3375 -8.2243 0.1 0.0 0.0
H -3.0906 -0.4804 -8.3731 -0.1 0.0 0.0
H -4.1239 0.5912 -6.4024 0.0 0.0 0.0
H -2.8167 0.8646 -4.3074 -0.1 0.1 0.1
H -1.7682 2.8833 0.4304 0.0 0.0 -0.1
H -2.8014 3.7832 2.4967 0.0 0.0 0.0
H -2.0864 2.9355 4.6984 0.0 0.0 0.1
H -0.3097 1.2228 4.8382 0.1 0.0 0.0
H 0.7600 0.3806 2.7697 0.1 -0.1 0.1
```
Forces are in eV/Å.

Computed properties:
Energy (eV): -51862.645
2S+1: 1
Net charge: -2

Atomic partial charges in e from the Löwdin method, atoms 1 to 4: 0.32, -0.05, -0.68, -0.05

---

Below is a structure of composition C20H15AsN2O9RhS in a non-equilibrium geometry, with properties calculated with ωB97M-V with the def2-TZVPD basis set.

Structure (XYZ):
```
49
Properties=species:S:1:pos:R:3:forces:R:3
Rh 1.0236 -0.9168 -0.1116 -0.8 -0.8 -0.8
O 1.8087 2.2812 2.9606 0.0 0.0 0.0
C 1.3822 1.5432 3.9958 0.0 0.0 0.0
C 1.4327 2.1455 5.2577 0.0 0.0 0.0
C 1.0037 1.4698 6.3795 0.0 0.0 0.0
C 0.5064 0.1719 6.2774 0.0 0.0 0.0
C 0.4514 -0.4280 5.0362 0.0 0.0 0.0
C 0.8868 0.2319 3.8846 0.0 0.0 0.0
C 0.8094 -0.4453 2.5717 0.0 -0.1 0.0
O 1.3790 0.1484 1.5645 -0.1 0.1 0.1
N 0.1906 -1.5922 2.4881 -0.1 0.0 0.0
N 0.1643 -2.0439 1.1775 0.5 0.2 0.5
C -0.5929 -3.0411 0.8842 0.0 0.0 0.0
C -0.8039 -3.5886 -0.4194 0.0 0.0 0.0
C -1.7761 -4.5987 -0.5567 0.0 0.0 0.0
C -2.0357 -5.1816 -1.7689 0.0 0.0 0.0
C -1.3076 -4.7601 -2.8933 0.0 0.0 0.0
C -0.3504 -3.7853 -2.7931 0.0 0.0 0.0
C -0.0697 -3.1666 -1.5548 0.1 0.0 0.1
O 0.8782 -2.2757 -1.5111 -0.1 0.0 -0.3
H 1.7159 1.7540 2.1363 0.0 0.0 0.0
H 1.8146 3.1562 5.3176 0.0 0.0 0.0
H 1.0522 1.9576 7.3457 0.0 0.0 0.0
H 0.1658 -0.3583 7.1568 0.0 0.0 0.0
H 0.0674 -1.4325 4.9228 0.0 0.0 0.0
H -1.1202 -3.4785 1.7269 0.0 0.0 0.0
H -2.3289 -4.9046 0.3248 0.0 0.0 0.0
H -2.7963 -5.9450 -1.8611 0.0 0.0 0.0
H -1.5148 -5.2021 -3.8605 0.0 0.0 0.0
H 0.2002 -3.4342 -3.6550 0.0 0.0 0.0
O -2.1931 1.9040 -0.6393 0.0 -0.1 -0.1
As -1.1968 0.8478 -1.6908 -0.8 0.4 -0.5
O -2.1313 -0.0531 -2.6704 0.1 0.0 -0.1
O -0.6849 -0.1005 -0.3118 -0.1 0.3 0.3
C -0.4877 2.3809 -2.7439 0.1 0.1 -0.1
C -1.3734 3.2300 -3.3781 0.0 0.0 0.1
C -0.8891 4.2321 -4.2190 0.0 0.0 0.0
C 0.4713 4.3907 -4.4247 0.0 0.0 0.0
C 1.3817 3.5469 -3.7891 -0.1 0.0 0.0
C 0.8846 2.5552 -2.9775 0.3 -0.2 0.3
S 1.7192 1.3690 -1.9081 -0.2 0.7 0.2
O 0.8627 0.2304 -2.3636 0.7 -0.9 1.1
O 1.3062 1.9378 -0.6356 0.2 -0.4 0.2
O 3.1033 0.9724 -1.9248 0.2 0.7 -1.0
H -2.2663 1.4434 0.2052 0.0 0.1 0.0
H -2.4372 3.1061 -3.2209 0.0 0.0 0.0
H -1.5864 4.8933 -4.7186 0.0 0.0 0.0
H 0.8322 5.1721 -5.0818 0.0 0.0 0.0
H 2.4485 3.6609 -3.9304 0.0 0.0 0.0
```
Forces are in eV/Å.

Computed properties:
Energy (eV): -117073.533
2S+1: 1
Net charge: -1

Atomic partial charges in e from the Löwdin method, atoms 1 to 4: 1.27, 0.08, -0.26, -0.02

---

Below is a structure of composition C20H15Br2F5N3PtS in a non-equilibrium geometry, with properties calculated with ωB97M-V with the def2-TZVPD basis set.

Structure (XYZ):
```
47
Properties=species:S:1:pos:R:3:forces:R:3
Pt -0.2460 -1.4495 -1.0623 0.5 0.1 -0.1
Br -2.2561 4.0674 -4.3229 0.0 0.0 0.0
C -1.6653 2.5138 -3.4029 0.1 0.1 0.0
C -0.2947 2.2030 -3.4026 -0.1 -0.2 0.1
C 0.0875 1.0565 -2.7446 0.1 0.3 -0.3
N -0.7756 0.2592 -2.1138 -0.7 -0.2 0.3
C -2.1157 0.5650 -2.0913 0.6 0.3 -0.3
C -2.5743 1.7263 -2.7666 0.0 -0.2 0.1
C -2.9508 -0.3497 -1.4017 -0.4 -0.5 0.3
C -4.3562 -0.1952 -1.2789 0.4 0.0 -0.1
C -5.0774 -1.1740 -0.6722 -0.1 -0.1 0.1
Br -6.9561 -0.9922 -0.4850 0.0 0.0 0.0
C -4.4469 -2.3381 -0.1869 0.3 0.2 -0.1
C -3.0832 -2.4161 -0.3168 -0.6 -0.5 0.3
N -2.3248 -1.4574 -0.8646 1.1 0.8 -0.6
H 0.4310 2.8329 -3.8935 0.0 0.0 0.0
H 1.1128 0.6979 -2.6761 0.0 0.0 0.0
H -3.6239 1.9763 -2.7861 0.0 0.0 0.0
H -4.8459 0.6864 -1.6639 0.0 0.0 0.0
H -5.0040 -3.1408 0.2716 0.0 0.0 0.0
H -2.5400 -3.2900 0.0195 0.0 0.0 0.0
F -2.2015 -1.4633 5.4848 0.0 0.0 0.0
C -1.6896 -1.8711 4.3167 0.0 0.0 0.0
C -0.7247 -1.1170 3.6730 0.0 0.0 0.0
F -0.2995 0.0222 4.2357 0.0 0.0 0.0
C -0.1915 -1.5477 2.4722 0.1 0.1 0.0
F 0.7626 -0.7906 1.9280 -0.1 -0.1 0.1
C -0.6052 -2.7257 1.8482 0.0 0.0 0.0
S 0.0649 -3.3027 0.3243 -0.1 0.0 -0.1
C -1.5686 -3.4605 2.5351 0.0 0.0 0.0
F -2.0278 -4.6151 2.0276 0.0 0.0 0.0
C -2.1091 -3.0543 3.7427 0.0 0.0 0.0
F -3.0432 -3.7966 4.3542 0.0 0.0 0.0
C 2.5962 -3.3008 -1.9684 0.0 0.0 -0.1
C 2.7684 -1.8803 -1.4146 -0.1 0.1 0.1
C 3.8503 -1.1803 -2.2606 -0.1 0.0 0.0
C 3.2548 -1.9318 0.0413 0.1 0.0 0.0
N 1.5848 -1.0627 -1.5145 -1.3 0.0 -0.1
H 3.5652 -3.8040 -2.0223 0.1 -0.1 0.0
H 2.1712 -3.2567 -2.9741 0.0 0.0 0.0
H 1.9395 -3.9014 -1.3439 -0.1 0.0 0.0
H 4.8050 -1.7129 -2.2111 0.0 0.0 0.0
H 3.9956 -0.1608 -1.8999 0.0 0.0 0.0
H 3.5319 -1.1294 -3.3037 0.0 0.0 0.0
H 4.2180 -2.4464 0.1008 0.1 0.0 0.0
H 2.5319 -2.4529 0.6668 0.1 0.0 0.0
H 3.3771 -0.9178 0.4271 0.0 0.0 0.0
```
Forces are in eV/Å.

Computed properties:
Energy (eV): -193208.293
2S+1: 1
Net charge: -1

Atomic partial charges in e from the Löwdin method, atoms 1 to 4: 0.95, 0.70, -0.69, -0.12